# 1
Here is one molecule with the formula C3H8OSi at a distorted geometry from the OMol25 dataset. Energies are from ωB97M-V with the def2-TZVPD basis set.

The geometry in XYZ format:
```
13
C3H8OSi, DFT ωB97M-V with the def2-TZVPD basis set
C -0.038 -0.124 -0.141
C -0.091 -1.555 0.155
C -1.370 0.531 0.065
O 1.333 1.096 1.295
Si 1.517 0.980 -0.292
H -1.057 -1.953 -0.069
H 0.286 -1.609 1.246
H 0.688 -2.173 -0.430
H -1.743 0.782 -0.990
H -1.189 1.670 0.231
H -2.233 0.150 0.769
H 2.254 -0.105 -0.905
H 1.644 2.312 -0.935
```

Values from the calculation:
HOMO energy (alpha / beta), eV: -9.2 / -9.2

Here are the Löwdin charges for atoms 1 to 4, given in e:
1 C -0.307
2 C -0.111
3 C -0.137
4 O -0.394


# 2
Here is C16H38ClN6O8S2 as an isolated structure from the OMol25 dataset. Energies are from ωB97M-V with the def2-TZVPD basis set.

The geometry in XYZ format:
```
71
C16H38ClN6O8S2, DFT ωB97M-V with the def2-TZVPD basis set
N -2.437 -6.747 2.483
C -1.634 -5.743 3.154
S -1.659 -4.125 2.331
O -2.085 -4.342 0.961
O -0.317 -3.600 2.503
N -2.639 -3.151 3.140
S -4.174 -3.533 3.270
O -4.820 -2.550 4.112
O -4.396 -4.922 3.649
C -4.916 -3.338 1.637
C -5.814 -4.505 1.239
C -7.070 -4.577 2.092
Cl -7.783 -6.235 2.074
H -3.192 -7.052 3.081
H -1.866 -7.545 2.246
H -1.960 -5.570 4.177
H -0.579 -6.018 3.142
H -4.136 -3.189 0.896
H -5.509 -2.421 1.697
H -5.263 -5.445 1.263
H -6.111 -4.340 0.197
H -6.869 -4.350 3.136
H -7.860 -3.934 1.709
C 2.087 -2.165 3.729
C 3.213 -2.045 4.721
O 3.512 -2.927 5.515
N 3.924 -0.878 4.715
C 3.734 0.270 3.855
H 1.610 -3.131 3.853
H 1.341 -1.388 3.893
H 2.453 -2.076 2.709
H 4.657 -0.851 5.405
H 4.635 0.471 3.270
H 3.503 1.163 4.441
H 2.920 0.086 3.159
C 0.859 1.358 -0.078
C 0.798 0.008 0.598
O 1.747 -0.481 1.195
N -0.367 -0.684 0.541
C -1.607 -0.303 -0.093
H 1.852 1.773 0.067
H 0.666 1.253 -1.147
H 0.132 2.052 0.338
H -0.332 -1.575 1.025
H -2.415 -0.252 0.640
H -1.890 -1.031 -0.857
H -1.507 0.671 -0.564
C -0.815 5.818 -2.181
C 0.071 4.617 -1.931
O 0.456 4.320 -0.814
N 0.429 3.871 -3.011
C 0.084 4.074 -4.402
H -1.004 6.296 -1.225
H -0.330 6.531 -2.848
H -1.766 5.519 -2.624
H 1.014 3.084 -2.777
H -0.457 3.212 -4.796
H 0.981 4.211 -5.010
H -0.541 4.953 -4.518
C 4.568 6.303 -6.639
C 4.241 4.829 -6.543
O 3.468 4.289 -7.316
N 4.841 4.119 -5.550
C 5.771 4.589 -4.544
H 4.009 6.713 -7.474
H 4.282 6.828 -5.727
H 5.633 6.458 -6.812
H 4.584 3.144 -5.541
H 6.723 4.062 -4.620
H 5.372 4.428 -3.541
H 5.956 5.650 -4.671
```

Values from the calculation:
HOMO energy, eV: -6.1
Total charge: -1

Here are the Löwdin charges for atoms 1 to 4, given in e:
1 N -0.018
2 C -0.324
3 S 0.509
4 O -0.357


# 3
Here is C23H45BrI2N5O4 as an isolated structure at a distorted geometry from the OMol25 dataset. Energies are from ωB97M-V with the def2-TZVPD basis set.

The geometry in XYZ format:
```
80
C23H45BrI2N5O4, DFT ωB97M-V with the def2-TZVPD basis set
C 3.396 -5.708 1.623
C 2.008 -5.840 0.710
O 1.496 -7.100 0.640
N 1.341 -4.649 0.024
C 1.703 -3.337 0.701
C 1.818 -4.663 -1.432
C 1.004 -3.557 -2.369
C 1.906 -2.926 -3.585
C 3.278 -2.163 -3.112
C 3.083 -1.052 -1.922
N 1.716 -0.440 -1.667
C 1.767 1.095 -1.792
N 0.832 1.982 -1.247
C -0.402 1.516 -0.489
I -2.029 1.323 -1.988
C -0.942 2.575 0.641
C 0.126 2.868 1.864
I -1.651 4.420 -0.333
N 3.015 1.414 -2.584
N 2.986 1.239 -3.957
C 1.672 1.246 -4.438
O 0.535 0.713 -4.968
C 3.985 0.345 -2.039
C 5.497 0.261 -2.661
C 6.513 0.885 -1.490
C 7.000 -0.230 -0.391
Br 8.156 1.593 -2.409
H 3.346 -4.821 2.399
H 3.590 -6.698 2.259
H 4.361 -5.546 0.978
H 2.795 -3.073 0.366
H 1.674 -3.429 1.878
H 0.992 -2.447 0.409
H 2.989 -4.580 -1.526
H 1.535 -5.746 -1.847
H 0.435 -2.748 -1.713
H 0.135 -4.185 -2.893
H 2.257 -3.852 -4.251
H 1.225 -2.277 -4.320
H 3.750 -1.639 -4.062
H 4.037 -2.997 -2.755
H 3.584 -1.557 -0.993
H 1.639 -0.557 -0.634
H 0.990 3.026 -1.375
H -0.226 0.471 0.017
H -1.883 2.054 1.158
H 0.530 3.989 1.806
H 1.060 2.148 1.841
H -0.407 2.765 2.923
H 4.075 0.662 -0.908
H 5.834 -0.815 -2.989
H 5.597 0.995 -3.577
H 6.026 1.781 -0.899
H 7.540 0.319 0.510
H 7.733 -0.988 -0.908
H 6.074 -0.790 0.089
C -5.597 -0.495 2.695
C -4.402 0.302 3.194
C -4.819 1.340 4.223
O -3.776 0.954 2.092
H -6.329 0.159 2.209
H -5.284 -1.230 1.946
H -6.091 -1.022 3.517
H -3.665 -0.378 3.635
H -5.523 2.059 3.791
H -3.951 1.914 4.565
H -5.290 0.868 5.091
H -4.424 1.560 1.695
C -5.759 4.283 0.836
C -6.908 3.852 1.735
C -8.051 4.853 1.692
O -6.438 3.729 3.075
H -5.351 5.247 1.158
H -4.939 3.559 0.887
H -6.085 4.371 -0.205
H -7.269 2.866 1.423
H -7.723 5.838 2.043
H -8.865 4.536 2.353
H -8.445 4.958 0.676
H -6.114 4.600 3.360
```

Values from the calculation:
HOMO energy, eV: -11.8
Total charge: +1

Here are the Löwdin charges for atoms 1 to 4, given in e:
1 C -0.047
2 C -0.270
3 O -0.044
4 N -0.149


# 4
Here is C48H51N14O3STa as an isolated structure from the OMol25 dataset. Energies are from ωB97M-V with the def2-TZVPD basis set.

The geometry in XYZ format:
```
118
C48H51N14O3STa, DFT ωB97M-V with the def2-TZVPD basis set
Ta 0.456 -0.782 1.720
C -3.360 2.588 5.464
C -2.963 1.180 5.874
N -1.590 0.850 5.487
C -1.255 0.297 4.323
S 0.407 -0.176 4.130
N -2.179 0.087 3.420
N -1.724 -0.573 2.315
C -2.651 -0.974 1.502
C -4.097 -0.678 1.682
C -2.203 -1.810 0.385
C -3.102 -2.434 -0.462
C -2.627 -3.278 -1.454
C -1.261 -3.480 -1.552
C -0.425 -2.818 -0.676
N -0.868 -1.975 0.267
H -4.398 2.778 5.739
H -3.261 2.711 4.386
H -2.740 3.335 5.962
H -3.618 0.444 5.413
H -3.027 1.049 6.953
H -0.844 1.053 6.131
H -4.241 0.060 2.460
H -4.635 -1.591 1.952
H -4.516 -0.309 0.744
H -4.162 -2.276 -0.333
H -3.314 -3.783 -2.119
H -0.837 -4.160 -2.277
H 0.639 -2.988 -0.711
C -0.984 0.992 -1.048
C -1.329 1.834 0.152
C -2.528 2.540 0.121
C -2.832 3.464 1.104
C -1.931 3.694 2.131
C -0.748 2.973 2.233
C 0.178 3.296 3.372
C -0.470 2.019 1.241
N 0.711 1.203 1.355
C 1.935 1.848 1.403
O 2.164 2.985 1.083
C 2.973 0.944 2.003
C 4.273 1.302 2.298
C 5.102 0.348 2.880
C 4.623 -0.934 3.124
C 3.312 -1.213 2.791
N 2.521 -0.279 2.273
C 2.657 -2.560 2.891
O 3.238 -3.539 3.282
N 1.363 -2.499 2.416
C 0.673 -3.749 2.208
C 1.164 -4.641 1.235
C 2.495 -4.460 0.556
C 0.412 -5.765 0.928
C -0.787 -6.024 1.579
C -1.205 -5.188 2.594
C -0.472 -4.055 2.951
C -0.899 -3.285 4.173
H -1.835 0.380 -1.361
H -0.110 0.356 -0.905
H -0.737 1.654 -1.879
H -3.201 2.393 -0.716
H -3.756 4.025 1.058
H -2.150 4.443 2.882
H -0.397 3.444 4.287
H 0.714 4.223 3.160
H 0.916 2.521 3.566
H 4.607 2.306 2.075
H 6.122 0.601 3.134
H 5.235 -1.716 3.551
H 2.778 -3.415 0.439
H 2.493 -4.937 -0.425
H 3.278 -4.930 1.153
H 0.782 -6.457 0.181
H -1.363 -6.905 1.327
H -2.095 -5.432 3.162
H -1.431 -3.956 4.846
H -1.576 -2.459 3.946
H -0.044 -2.876 4.706
N 3.641 -1.994 -4.102
C 2.754 -1.848 -3.125
N 1.480 -2.169 -3.349
N 3.205 -1.383 -1.949
C 2.418 -1.202 -0.967
N 1.718 -1.021 -0.050
H 3.389 -2.380 -4.996
H 4.605 -1.778 -3.910
H 1.107 -2.317 -4.293
H 0.802 -1.958 -2.633
C -2.654 5.410 -4.134
C -2.021 4.086 -4.451
C -0.804 4.011 -5.122
C -0.222 2.797 -5.454
C -0.851 1.615 -5.086
N -0.336 0.319 -5.373
C 0.906 -0.130 -5.658
O 1.089 -1.290 -6.031
N 1.989 0.723 -5.483
C 2.348 1.359 -4.283
C 3.546 2.066 -4.225
C 3.937 2.615 -3.020
C 3.124 2.440 -1.908
N 1.974 1.773 -1.955
C 1.596 1.259 -3.118
C -2.073 1.668 -4.424
C -2.650 2.889 -4.120
H -1.906 6.197 -4.055
H -3.207 5.370 -3.196
H -3.357 5.700 -4.918
H -0.301 4.925 -5.412
H 0.702 2.781 -6.011
H -1.024 -0.414 -5.468
H 2.768 0.419 -6.051
H 4.157 2.179 -5.113
H 4.860 3.171 -2.941
H 3.392 2.864 -0.948
H 0.652 0.725 -3.126
H -2.581 0.747 -4.158
H -3.613 2.911 -3.623
```

Values from the calculation:
HOMO energy, eV: -12.6
Total charge: +2

Here are the Löwdin charges for atoms 1 to 4, given in e:
1 Ta 1.729
2 C -0.071
3 C -0.212
4 N 0.016


Number 1: energy -13162.732 eV. Number 2: energy -76725.337 eV. Number 3: energy -126445.762 eV. Number 4: energy -89989.642 eV.